Record 1
{
  "formula": "C38H73Cl18F7IN3O8P3",
  "method": "wB97M-V/def2-TZVPD",
  "symbols": ["C", "C", "C", "C", "N", "P", "P", "O", "O", "O", "C", "C", "C", "C", "O", "C", "C", "C", "C", "O", "P", "O", "O", "C", "N", "C", "F", "F", "F", "C", "N", "C", "C", "O", "C", "I", "C", "F", "F", "C", "F", "F", "H", "H", "H", "H", "H", "H", "H", "H", "H", "H", "H", "H", "H", "H", "H", "H", "H", "H", "H", "H", "H", "H", "H", "H", "H", "H", "H", "H", "H", "H", "H", "H", "H", "H", "H", "H", "H", "Cl", "C", "C", "Cl", "H", "H", "H", "H", "Cl", "C", "C", "Cl", "H", "H", "H", "H", "Cl", "C", "C", "Cl", "H", "H", "H", "H", "Cl", "C", "C", "Cl", "H", "H", "H", "H", "Cl", "C", "C", "Cl", "H", "H", "H", "H", "Cl", "C", "C", "Cl", "H", "H", "H", "H", "Cl", "C", "C", "Cl", "H", "H", "H", "H", "Cl", "C", "C", "Cl", "H", "H", "H", "H", "Cl", "C", "C", "Cl", "H", "H", "H", "H"],
  "coordinates": [[4.22, 0.55, 2.48], [3.90, -0.41, 1.31], [2.89, 0.25, 0.35], [3.69, 1.20, -0.55], [1.74, -0.60, -0.31], [0.77, -0.90, 1.39], [1.68, -2.15, 2.96], [2.21, -1.16, 3.91], [0.41, -2.85, 3.63], [2.73, -3.30, 2.66], [0.74, 0.48, -0.92], [-0.58, 0.70, -0.17], [-0.58, 1.77, 0.95], [-1.68, 1.45, 1.96], [-2.96, 1.46, 1.38], [-3.61, 0.20, 1.38], [0.71, 0.58, -2.50], [1.95, 1.30, -3.03], [1.78, 2.03, -4.36], [2.43, 3.03, -4.55], [-0.41, 2.04, -3.13], [-0.41, 3.22, -2.00], [-1.54, 1.77, -4.29], [0.32, -0.80, -3.10], [0.25, -0.65, -4.53], [-1.11, -1.27, -2.71], [-1.11, -1.91, -1.53], [-1.98, -0.27, -2.62], [-1.61, -2.11, -3.59], [1.48, -1.88, -2.75], [2.60, -1.54, -3.58], [1.05, -3.29, -3.23], [0.98, -3.55, -4.76], [-0.23, -4.22, -5.12], [2.01, -1.87, -1.22], [1.10, -3.71, -0.23], [3.51, -2.40, -1.17], [4.39, -1.39, -1.42], [3.80, -2.85, 0.07], [4.13, -3.60, -2.00], [3.69, -4.81, -1.61], [4.19, -3.57, -3.34], [4.42, -0.05, 3.37], [5.12, 1.13, 2.29], [3.38, 1.20, 2.75], [4.85, -0.56, 0.82], [3.66, -1.37, 1.74], [2.37, 0.95, 1.00], [3.95, 0.81, -1.52], [3.20, 2.17, -0.64], [4.63, 1.43, -0.05], [-0.27, -1.75, 1.01], [-0.32, -3.01, 3.01], [3.13, -3.59, 3.50], [1.16, 1.47, -0.74], [-1.26, 1.19, -0.86], [-1.24, -0.15, 0.03], [0.34, 1.75, 1.54], [-0.69, 2.76, 0.51], [-1.42, 0.48, 2.39], [-1.58, 2.16, 2.78], [-4.16, 0.11, 0.45], [-2.90, -0.63, 1.43], [-4.33, 0.11, 2.20], [2.11, 2.16, -2.38], [2.89, 0.77, -3.06], [1.21, 1.59, -5.18], [0.11, 3.96, -2.35], [-1.43, 2.43, -4.98], [1.07, -0.36, -5.02], [-0.64, -0.41, -4.93], [3.42, -1.09, -3.23], [2.54, -1.55, -4.58], [0.07, -3.61, -2.87], [1.75, -4.05, -2.91], [1.80, -4.20, -5.07], [1.03, -2.68, -5.39], [-0.26, -5.04, -4.62], [5.17, -3.56, -1.68], [-2.88, 2.71, -2.00], [-4.52, 3.47, -2.12], [-5.48, 2.98, -1.08], [-5.95, 1.29, -1.36], [-4.90, 3.28, -3.12], [-4.35, 4.53, -2.00], [-6.39, 3.58, -1.13], [-5.06, 3.06, -0.07], [0.79, 6.06, -2.45], [0.64, 6.59, -0.75], [1.09, 8.02, -0.58], [2.84, 8.21, -0.82], [1.23, 5.92, -0.13], [-0.41, 6.50, -0.47], [0.87, 8.34, 0.44], [0.58, 8.68, -1.27], [1.61, -5.30, 5.71], [3.11, -5.93, 6.44], [4.11, -4.83, 6.68], [4.73, -4.17, 5.14], [3.51, -6.70, 5.78], [2.84, -6.39, 7.39], [4.97, -5.22, 7.23], [3.67, -4.01, 7.24], [-3.13, -2.56, 3.25], [-3.22, -2.42, 5.03], [-2.83, -1.05, 5.52], [-1.10, -0.74, 5.27], [-2.59, -3.20, 5.46], [-4.25, -2.64, 5.31], [-3.02, -0.98, 6.59], [-3.40, -0.27, 5.02], [-2.67, 2.90, 5.08], [-2.64, 4.59, 5.67], [-2.67, 5.58, 4.54], [-1.16, 5.55, 3.58], [-1.75, 4.71, 6.29], [-3.52, 4.73, 6.30], [-2.77, 6.59, 4.95], [-3.50, 5.39, 3.87], [-2.68, -8.99, -8.19], [-2.65, -7.35, -7.48], [-1.26, -6.78, -7.43], [-0.22, -7.65, -6.26], [-3.09, -7.41, -6.49], [-3.28, -6.72, -8.11], [-1.30, -5.74, -7.11], [-0.77, -6.83, -8.40], [7.98, -8.58, -2.08], [6.56, -7.55, -2.36], [5.53, -7.68, -1.26], [4.75, -9.28, -1.27], [6.14, -7.80, -3.32], [6.92, -6.52, -2.39], [4.75, -6.94, -1.41], [5.97, -7.53, -0.28], [-7.96, 4.32, -5.22], [-8.18, 5.92, -4.47], [-6.91, 6.73, -4.51], [-5.64, 6.03, -3.47], [-8.51, 5.76, -3.44], [-8.96, 6.43, -5.02], [-7.11, 7.74, -4.15], [-6.51, 6.80, -5.52], [-4.04, 5.65, 8.88], [-2.48, 5.23, 9.64], [-1.54, 6.40, 9.69], [-0.96, 6.88, 8.06], [-2.05, 4.39, 9.09], [-2.70, 4.90, 10.65], [-0.66, 6.14, 10.27], [-2.01, 7.27, 10.14]],
  "charge": 1,
  "lumo_ev": -3.8190,
  "multiplicity": 1
}

=====

Record 2
{
  "formula": "C38H76Cl2O18S9",
  "method": "wB97M-V/def2-TZVPD",
  "symbols": ["O", "S", "O", "C", "C", "C", "C", "H", "H", "H", "H", "H", "H", "H", "H", "O", "S", "O", "C", "C", "C", "C", "H", "H", "H", "H", "H", "H", "H", "H", "O", "S", "O", "C", "C", "C", "C", "H", "H", "H", "H", "H", "H", "H", "H", "O", "S", "O", "C", "C", "C", "C", "H", "H", "H", "H", "H", "H", "H", "H", "O", "S", "O", "C", "C", "C", "C", "H", "H", "H", "H", "H", "H", "H", "H", "O", "S", "O", "C", "C", "C", "C", "H", "H", "H", "H", "H", "H", "H", "H", "O", "S", "O", "C", "C", "C", "C", "H", "H", "H", "H", "H", "H", "H", "H", "O", "S", "O", "C", "C", "C", "C", "H", "H", "H", "H", "H", "H", "H", "H", "O", "S", "O", "C", "C", "C", "C", "H", "H", "H", "H", "H", "H", "H", "H", "Cl", "C", "C", "Cl", "H", "H", "H", "H"],
  "coordinates": [[1.68, -5.43, 2.73], [2.60, -5.13, 1.65], [4.02, -5.30, 1.92], [2.04, -5.96, 0.11], [2.23, -4.85, -0.94], [1.73, -3.54, -0.35], [2.33, -3.37, 1.04], [0.96, -5.98, 0.31], [2.38, -6.99, 0.03], [3.31, -4.85, -1.08], [1.69, -4.98, -1.87], [0.65, -3.57, -0.17], [1.97, -2.71, -1.01], [1.99, -2.70, 1.83], [3.36, -3.04, 0.93], [1.47, -2.57, -3.30], [0.47, -2.19, -4.33], [-0.24, -3.21, -5.11], [-0.68, -0.94, -3.60], [-0.78, 0.11, -4.74], [0.60, 0.32, -5.46], [1.38, -1.02, -5.44], [-0.23, -0.60, -2.67], [-1.66, -1.38, -3.41], [-1.50, -0.33, -5.43], [-1.16, 1.10, -4.48], [1.11, 1.15, -4.97], [0.53, 0.60, -6.51], [2.42, -0.98, -5.11], [1.36, -1.47, -6.44], [4.17, -1.34, 2.55], [3.72, -0.07, 3.02], [3.62, 1.20, 2.24], [2.12, -0.40, 4.08], [2.54, -0.13, 5.55], [4.06, -0.31, 5.72], [4.71, 0.32, 4.47], [1.87, -1.44, 3.88], [1.25, 0.19, 3.80], [2.29, 0.89, 5.85], [2.06, -0.80, 6.26], [4.24, -1.38, 5.74], [4.50, -0.10, 6.69], [5.72, -0.03, 4.24], [4.72, 1.40, 4.59], [-5.81, -1.27, -3.26], [-5.27, 0.11, -3.18], [-3.87, 0.34, -3.58], [-6.50, 1.14, -4.17], [-7.38, 1.87, -3.09], [-6.47, 2.27, -1.95], [-5.65, 0.97, -1.56], [-6.93, 0.39, -4.84], [-5.98, 1.96, -4.66], [-7.78, 2.76, -3.56], [-8.17, 1.19, -2.76], [-7.05, 2.66, -1.12], [-5.78, 3.05, -2.26], [-6.38, 0.44, -0.95], [-4.72, 1.08, -1.00], [-2.65, -3.10, 5.97], [-1.66, -2.42, 5.12], [-0.80, -1.45, 5.74], [-0.83, -3.75, 4.04], [-1.60, -3.68, 2.70], [-2.09, -2.19, 2.46], [-2.60, -1.64, 3.76], [-0.84, -4.72, 4.54], [0.16, -3.33, 3.84], [-1.08, -4.25, 1.93], [-2.52, -4.24, 2.84], [-2.85, -2.18, 1.67], [-1.25, -1.59, 2.12], [-3.64, -1.96, 3.90], [-2.49, -0.57, 3.93], [-0.22, 0.84, 1.90], [-0.09, 0.79, 0.44], [0.50, -0.32, -0.30], [-1.77, 1.21, -0.24], [-1.50, 2.08, -1.47], [-0.03, 2.70, -1.46], [0.63, 2.36, -0.09], [-2.37, 1.71, 0.52], [-2.41, 0.35, -0.43], [-1.61, 1.41, -2.32], [-2.23, 2.82, -1.78], [0.06, 3.73, -1.80], [0.53, 2.26, -2.29], [0.30, 3.14, 0.59], [1.72, 2.25, -0.11], [5.45, 6.52, 1.65], [5.69, 6.06, 0.26], [6.95, 6.38, -0.43], [5.34, 4.23, 0.10], [3.93, 4.07, -0.36], [3.59, 5.20, -1.36], [4.23, 6.51, -0.85], [5.72, 3.70, 0.98], [6.03, 4.06, -0.72], [3.82, 3.06, -0.75], [3.20, 4.17, 0.44], [2.54, 5.40, -1.56], [4.11, 4.93, -2.28], [3.61, 7.23, -0.31], [4.58, 7.04, -1.74], [7.90, -1.25, -1.01], [6.94, -0.55, -1.84], [7.50, 0.36, -2.84], [5.67, -1.64, -2.65], [4.39, -1.45, -1.80], [4.33, -0.04, -1.20], [5.78, 0.38, -0.70], [6.12, -2.63, -2.59], [5.59, -1.24, -3.66], [3.46, -1.61, -2.34], [4.45, -2.06, -0.90], [3.64, 0.06, -0.36], [3.88, 0.60, -1.96], [6.01, -0.03, 0.28], [6.03, 1.43, -0.59], [-4.69, 0.67, 1.83], [-4.87, 1.60, 3.00], [-4.50, 1.17, 4.34], [-4.36, 3.33, 2.67], [-5.62, 4.17, 2.90], [-6.73, 3.22, 2.24], [-6.71, 1.86, 2.98], [-4.02, 3.41, 1.63], [-3.55, 3.54, 3.36], [-5.73, 4.27, 3.98], [-5.59, 5.11, 2.35], [-6.53, 3.09, 1.18], [-7.72, 3.68, 2.25], [-7.33, 1.13, 2.47], [-7.04, 1.95, 4.01], [-3.28, -2.36, -1.36], [-3.68, -3.94, -2.12], [-2.46, -4.83, -2.21], [-1.61, -5.23, -0.65], [-4.00, -3.65, -3.12], [-4.55, -4.39, -1.63], [-1.72, -4.35, -2.86], [-2.82, -5.74, -2.67]],
  "charge": 0,
  "smiles": "O=S1(=O)CCCC1.O=S1(=O)CCCC1.O=S1(=O)CCCC1.O=S1(=O)CCCC1.O=S1(=O)CCCC1.O=S1(=O)CCCC1.O=S1(=O)CCCC1.O=S1(=O)CCCC1.O=S1(=O)CCCC1.ClCCCl",
  "lumo_ev": -0.5027,
  "multiplicity": 1
}

=====

Record 3
{
  "formula": "C38H76Cl4O36",
  "method": "wB97M-V/def2-TZVPD",
  "symbols": ["C", "O", "C", "O", "O", "C", "H", "H", "H", "H", "H", "H", "C", "O", "C", "O", "O", "C", "H", "H", "H", "H", "H", "H", "C", "O", "C", "O", "O", "C", "H", "H", "H", "H", "H", "H", "C", "O", "C", "O", "O", "C", "H", "H", "H", "H", "H", "H", "C", "O", "C", "O", "O", "C", "H", "H", "H", "H", "H", "H", "C", "O", "C", "O", "O", "C", "H", "H", "H", "H", "H", "H", "C", "O", "C", "O", "O", "C", "H", "H", "H", "H", "H", "H", "C", "O", "C", "O", "O", "C", "H", "H", "H", "H", "H", "H", "C", "O", "C", "O", "O", "C", "H", "H", "H", "H", "H", "H", "C", "O", "C", "O", "O", "C", "H", "H", "H", "H", "H", "H", "C", "O", "C", "O", "O", "C", "H", "H", "H", "H", "H", "H", "C", "O", "C", "O", "O", "C", "H", "H", "H", "H", "H", "H", "C", "Cl", "Cl", "H", "H", "C", "Cl", "Cl", "H", "H"],
  "coordinates": [[-1.28, -2.05, -6.10], [-0.52, -2.32, -7.30], [0.66, -1.85, -7.47], [1.30, -1.21, -6.63], [1.01, -2.17, -8.71], [2.28, -1.80, -9.15], [-1.94, -2.84, -5.74], [-1.74, -1.07, -6.22], [-0.62, -1.92, -5.23], [2.42, -2.23, -10.14], [2.99, -2.17, -8.41], [2.36, -0.72, -9.26], [-1.17, 0.55, 1.25], [-1.04, 0.09, -0.07], [0.11, 0.01, -0.62], [1.27, 0.24, -0.12], [-0.09, -0.19, -1.86], [0.91, 0.23, -2.76], [-2.14, 0.32, 1.68], [-1.01, 1.63, 1.25], [-0.47, 0.16, 1.99], [0.98, 1.32, -2.74], [0.66, -0.20, -3.73], [1.85, -0.24, -2.48], [4.20, -2.27, -0.36], [4.62, -2.01, 1.00], [4.87, -2.99, 1.84], [4.81, -4.17, 1.53], [5.14, -2.42, 3.03], [5.35, -3.18, 4.18], [3.58, -1.43, -0.67], [3.75, -3.26, -0.42], [5.07, -2.30, -1.02], [6.40, -3.45, 4.28], [4.68, -4.03, 4.29], [5.07, -2.48, 4.96], [-5.07, 1.18, 3.00], [-4.23, 2.23, 2.67], [-4.13, 2.71, 1.49], [-4.67, 2.35, 0.42], [-3.47, 3.89, 1.61], [-3.14, 4.76, 0.47], [-4.70, 0.35, 2.40], [-6.15, 1.24, 2.89], [-4.93, 0.92, 4.05], [-4.03, 5.30, 0.15], [-2.79, 4.07, -0.30], [-2.44, 5.53, 0.77], [2.43, 1.55, -6.81], [3.49, 2.42, -6.46], [3.51, 2.94, -5.20], [2.74, 2.64, -4.30], [4.48, 3.83, -5.14], [4.79, 4.41, -3.85], [1.58, 2.21, -6.97], [2.17, 0.87, -6.00], [2.51, 0.97, -7.73], [5.25, 5.36, -4.13], [5.52, 3.89, -3.23], [3.97, 4.72, -3.21], [-0.76, -5.32, -2.28], [-0.18, -4.45, -1.26], [-0.89, -4.15, -0.21], [-2.07, -4.45, -0.08], [-0.15, -3.47, 0.74], [1.22, -3.34, 0.63], [-1.83, -5.18, -2.35], [-0.63, -6.38, -2.02], [-0.24, -5.23, -3.23], [1.67, -2.88, 1.51], [1.56, -2.71, -0.19], [1.69, -4.31, 0.50], [-5.71, -4.73, -3.73], [-5.39, -3.38, -3.45], [-4.14, -2.98, -3.50], [-3.13, -3.71, -3.65], [-4.14, -1.67, -3.17], [-2.97, -1.02, -2.71], [-6.74, -4.88, -3.40], [-5.06, -5.46, -3.24], [-5.63, -4.98, -4.79], [-2.14, -0.94, -3.41], [-2.55, -1.29, -1.74], [-3.32, -0.01, -2.49], [-2.02, -0.81, 5.28], [-2.24, 0.57, 5.37], [-3.17, 1.07, 6.17], [-3.90, 0.47, 6.88], [-3.14, 2.39, 6.08], [-3.71, 3.27, 7.06], [-2.95, -1.32, 5.04], [-1.69, -1.26, 6.22], [-1.26, -1.01, 4.52], [-3.91, 4.24, 6.60], [-3.15, 3.56, 7.95], [-4.66, 2.89, 7.44], [3.05, 1.36, 2.40], [3.32, 0.40, 3.39], [2.34, -0.28, 3.94], [1.10, -0.17, 3.82], [2.90, -1.12, 4.83], [2.14, -1.97, 5.64], [2.22, 1.97, 2.75], [2.77, 0.87, 1.48], [3.96, 1.95, 2.26], [2.81, -2.70, 6.10], [1.50, -2.61, 5.02], [1.48, -1.42, 6.31], [5.10, -0.12, -3.33], [5.09, 0.72, -2.19], [6.00, 0.51, -1.27], [6.90, -0.34, -1.34], [5.75, 1.27, -0.18], [6.49, 1.14, 1.00], [4.25, 0.11, -3.98], [4.97, -1.17, -3.08], [6.02, 0.05, -3.88], [6.10, 0.37, 1.66], [6.47, 2.04, 1.62], [7.48, 0.74, 0.82], [-4.33, -1.78, 0.39], [-5.12, -2.92, 0.82], [-4.94, -3.31, 2.15], [-4.43, -2.67, 3.05], [-5.48, -4.50, 2.29], [-5.57, -5.16, 3.56], [-4.55, -1.65, -0.67], [-3.26, -1.94, 0.53], [-4.63, -0.86, 0.89], [-6.00, -4.51, 4.32], [-4.63, -5.45, 4.04], [-6.16, -6.07, 3.42], [-2.19, 6.23, 6.38], [-1.48, 5.11, 5.90], [-1.40, 4.88, 4.68], [-1.89, 5.58, 3.83], [-0.58, 3.85, 4.53], [-0.29, 3.28, 3.27], [-3.18, 6.46, 5.97], [-1.63, 7.16, 6.22], [-2.19, 6.19, 7.47], [-1.09, 3.43, 2.54], [-0.11, 2.21, 3.35], [0.68, 3.64, 2.95], [2.07, 3.47, -0.93], [3.46, 3.97, 0.04], [0.61, 3.44, -0.02], [1.98, 4.13, -1.79], [2.18, 2.44, -1.27], [-1.02, 3.83, -3.85], [-2.66, 4.22, -3.32], [-1.06, 2.28, -4.75], [-0.68, 4.59, -4.56], [-0.36, 3.79, -2.98]],
  "charge": 0,
  "lumo_ev": 0.3591,
  "multiplicity": 1
}

=====

Which E_tot belongs to each record? In order, -12561.79094; -7351.68348; -6042.86768 Eh.
Which gap between HOMO and LUMO belongs to each record? In order, 5.39; 9.03; 10.57 eV.